No. 1
A structure of composition C14H28BBrF5NO4STa in a non-equilibrium geometry, computed with ωB97M-V/def2-TZVPD.

The geometry in XYZ format:
```
56
Properties=species:S:1:pos:R:3:forces:R:3
Ta 0.636336 -0.846358 -0.255290 1.556 1.437 2.147
Br 3.221585 -4.006355 -1.688143 0.122 -0.002 -0.223
S -1.353592 -2.409734 -0.944304 -0.099 -0.309 -0.589
F -3.268497 -1.944337 0.895123 -0.114 0.538 0.371
F -3.547719 -3.679794 -0.345038 -0.444 -0.263 -0.320
F -2.937154 -3.936990 2.489463 -0.189 0.031 0.205
F -0.913478 -3.493829 1.889983 0.230 0.122 0.104
F -1.970790 -5.152098 1.006307 0.090 -0.339 -0.149
O -2.186150 -1.541160 -1.785237 -0.118 0.001 0.106
O 0.267647 -1.717482 -3.504520 0.612 0.882 -0.915
O 1.346342 -4.872106 0.150664 -0.145 -0.360 0.119
O -0.975876 -3.698794 -1.511636 -0.035 -0.037 0.233
N -3.987823 3.167355 -1.301924 -0.237 -0.093 -0.060
C 2.273085 0.571490 0.262950 -0.207 -0.065 -0.403
C -2.099510 -3.915755 1.442761 0.026 0.253 -0.083
C -2.731797 2.581989 0.819130 -0.181 0.127 0.239
C 2.544288 -0.732591 -3.124698 0.283 0.120 0.389
C 2.828044 3.131185 0.111276 0.223 0.175 -0.243
C -0.513640 -0.401532 1.651036 -0.415 -0.259 -0.861
C 2.385389 1.842448 -0.615837 0.188 -0.009 0.198
C 3.836240 2.956908 1.245918 0.001 0.176 0.081
C -3.841630 2.238738 -0.182927 0.082 0.000 0.004
C 1.981636 -2.574255 0.494097 0.436 -0.452 -0.340
C -2.633084 -2.979285 0.336221 0.296 -0.397 -0.249
C 1.952810 -3.904203 -0.117318 -0.060 0.486 0.316
C -2.353141 1.397633 1.731563 -0.050 0.005 -0.338
C -0.842065 1.099174 1.799290 0.062 0.095 0.261
B 1.125683 -1.162152 -2.586925 -1.442 -0.447 -0.028
H -2.863526 0.509792 1.345575 0.055 0.028 0.073
H -2.747302 1.574032 2.737228 0.049 -0.143 -0.048
H 2.865263 -1.367028 -3.955733 -0.044 0.005 0.079
H -0.344597 1.698376 1.029107 0.034 -0.081 0.100
H -1.394371 -1.001298 1.862084 -0.016 0.111 0.197
H 3.315779 3.764623 -0.642454 -0.197 0.064 0.067
H 3.482922 2.283010 2.029324 0.039 -0.001 -0.110
H -4.797700 2.199907 0.353588 0.070 -0.113 -0.057
H -0.591163 -1.280907 -3.557281 -0.307 -0.636 0.687
H -0.440988 1.455654 2.759032 -0.032 0.024 -0.106
H 1.960023 3.708022 0.453039 0.037 -0.239 0.140
H 3.332724 -0.671431 -2.368163 -0.001 -0.073 -0.127
H -3.284727 2.995937 -2.009254 0.068 0.130 0.131
H 3.230611 0.034855 0.224987 -0.058 0.075 0.171
H 2.400091 0.289404 -3.507799 -0.017 -0.102 -0.023
H -1.854053 2.951133 0.276084 -0.077 -0.128 -0.005
H -3.097525 3.410001 1.442246 0.186 0.087 -0.157
H 2.983736 -2.155024 0.381555 -0.110 0.013 -0.058
H -0.314855 0.547124 -0.968044 0.159 -0.196 -0.421
H -3.664393 1.240308 -0.596357 -0.012 0.111 0.011
H 4.795526 2.584075 0.872305 -0.121 -0.094 0.041
H 1.768883 -2.673049 1.568222 -0.265 0.045 -0.156
H -3.938463 4.133900 -1.003263 0.114 -0.071 -0.029
H 0.247081 -0.706778 2.390451 0.089 -0.045 -0.219
H 1.434634 2.040597 -1.118652 0.143 0.064 -0.032
H 4.032393 3.922156 1.725235 0.006 -0.064 -0.070
H 2.117125 0.851260 1.315598 -0.091 -0.131 -0.063
H 3.123731 1.643240 -1.400644 -0.170 -0.060 0.011
```
Forces are in eV/Å.

Properties
net charge	-1
gap between HOMO and LUMO	0.2623	Ha
HOMO energy	-5.100	eV
lowest unoccupied orbital energy	2.04	eV

=====

No. 2
An isolated molecule of C6H6O in a non-equilibrium geometry, computed with ωB97M-V/def2-TZVPD.

The geometry in XYZ format:
```
13
Properties=species:S:1:pos:R:3:forces:R:3
O 1.898739 -0.981831 -0.316942 -0.036 -0.173 0.194
C -1.190769 -1.648846 -1.016198 0.256 0.119 0.177
C -0.834973 -0.761155 -0.134329 0.160 0.051 -0.145
C -1.263690 2.598114 0.706244 0.186 -0.265 -0.017
C -0.741354 1.532344 0.503802 -0.125 0.449 0.197
C -0.126253 0.261959 0.283558 -0.128 -0.146 0.060
C 1.386655 0.106671 0.410467 0.037 0.312 0.253
H 1.552611 -1.797442 0.067669 0.039 0.088 -0.114
H -1.732453 3.536105 0.899098 0.064 -0.108 -0.056
H 1.845891 0.998474 -0.027910 -0.114 -0.063 0.136
H 1.669869 0.063594 1.469022 0.062 0.015 -0.060
H -1.758113 -2.568976 -0.910533 0.200 0.261 0.091
H -0.706164 -1.339012 -1.933947 -0.602 -0.541 -0.716
```
Forces are in eV/Å.

Properties
gap between HOMO and LUMO	0.3529	Ha
HOMO energy	-8.986	eV
structure (SMILES)	C#CC(=C=C)CO
ΔE to the lowest compared entry with this formula, charge and spin	4.098	eV
lowest unoccupied orbital energy	0.62	eV

=====

No. 3
A structure of composition C32H36Br2EuN7O in a non-equilibrium geometry, computed with ωB97M-V/def2-TZVPD.

The geometry in XYZ format:
```
79
Properties=species:S:1:pos:R:3:forces:R:3
Eu 0.489291 0.215866 -0.152942 -0.846 1.439 -0.159
Br 1.216564 -4.778700 0.031156 0.128 -0.032 -0.165
Br 4.488205 -4.105561 -4.542822 -0.126 0.083 0.152
O 0.848473 -1.823926 -0.285745 0.153 -0.603 -0.124
N 0.395897 2.779983 0.226438 0.162 0.272 0.172
N 2.657188 1.179441 0.591474 0.264 0.210 0.060
N -0.893948 1.482142 -1.885695 -0.079 0.161 -0.090
N 1.881463 -0.122901 -2.157414 0.174 -0.454 -0.207
N 0.184867 0.075525 2.271554 -0.163 -0.009 0.604
N -1.993016 -1.587079 0.934602 -0.201 -0.016 0.067
N -1.939944 -0.697495 -0.200738 0.050 -0.404 0.336
C 4.924904 0.932639 1.310334 0.063 0.018 -0.011
C -1.477193 2.596309 -1.428877 0.004 0.037 0.027
C 1.647264 -2.310179 -1.220932 0.567 -0.974 -0.555
C 3.066695 -1.974230 -3.225313 -0.110 0.162 0.135
C 3.354100 -3.359031 -3.221867 0.119 -0.295 -0.083
C 2.817322 -4.181802 -2.270328 0.211 -0.012 -0.267
C 4.117399 3.066432 0.605494 0.032 -0.013 0.064
C 3.234381 0.263946 -4.093559 0.095 -0.088 -0.095
C 3.668143 0.427143 1.049304 -0.042 -0.079 -0.005
C -1.551979 0.755536 -2.802882 0.068 0.033 -0.052
C 3.577216 -1.060451 -4.169071 -0.054 0.106 0.025
C 2.877232 2.485797 0.393729 -0.085 0.033 0.024
C -1.145036 -0.767655 4.558031 0.037 0.053 -0.096
C 1.724532 3.326246 -0.112824 0.139 -0.092 -0.007
C -1.096612 2.149359 2.145317 0.197 -0.146 0.028
C -0.137412 -1.542781 4.005071 -0.002 -0.003 0.110
C 2.380395 0.686127 -3.072389 -0.125 0.091 0.123
C -0.653546 3.492903 -0.536033 -0.097 -0.114 -0.119
C -3.298598 -2.277532 1.098939 -0.080 -0.036 -0.037
C 0.143605 2.933413 1.678635 -0.126 -0.036 0.180
C 1.975083 -3.654661 -1.287383 -0.447 0.459 0.474
C -3.134698 -3.166990 2.327208 0.022 0.053 -0.059
C -2.757967 2.974839 -1.809547 -0.017 0.012 -0.063
C -3.443005 2.198953 -2.729259 0.066 0.006 0.044
C 5.158967 2.278975 1.069015 -0.077 -0.021 -0.016
C -1.457267 0.444146 3.962432 0.030 -0.040 0.060
C -2.816885 1.074658 -3.253045 -0.012 -0.030 -0.072
C -0.772193 0.835873 2.824498 -0.052 0.095 0.001
C 2.210809 -1.454792 -2.218191 0.075 -0.183 -0.044
C -3.658772 -3.128697 -0.122509 0.032 0.054 0.055
C 0.498476 -1.083119 2.871215 0.068 -0.023 -0.015
C -4.384000 -1.231386 1.362356 0.076 -0.093 0.016
H -4.685831 -0.701871 0.454734 0.010 0.024 0.006
H 3.449683 -0.622896 1.212631 0.012 -0.007 -0.027
H 0.148384 -2.486870 4.446863 0.035 0.007 -0.029
H -2.258422 -3.812912 2.229527 -0.014 -0.016 0.008
H -1.670171 2.759069 2.840558 -0.082 -0.002 -0.050
H 2.087890 1.729209 -3.009717 -0.010 0.001 0.015
H -1.757421 1.938764 1.294284 -0.061 0.133 0.005
H -5.277433 -1.719960 1.750397 -0.015 0.018 -0.031
H -2.190496 -1.210350 -1.046421 -0.014 0.026 -0.144
H 4.263664 4.122245 0.418761 -0.031 0.003 0.029
H 3.043272 -5.238932 -2.276425 -0.026 0.001 0.022
H -1.315788 4.037935 0.137768 0.020 0.008 0.024
H -3.023973 -2.558211 3.224357 0.036 -0.023 0.012
H -4.574642 -3.686622 0.070165 -0.009 0.000 -0.038
H -0.195894 4.246141 -1.182951 0.029 0.029 0.054
H -4.010730 -3.803269 2.445028 0.006 -0.010 0.026
H 4.234444 -1.416275 -4.950627 0.002 -0.008 0.004
H -3.844335 -2.516525 -1.009217 -0.013 -0.029 -0.019
H -4.441500 2.472296 -3.043551 0.004 -0.002 -0.004
H 1.801633 3.381373 -1.201975 -0.055 0.050 0.000
H -3.201518 3.873702 -1.400829 0.008 -0.005 -0.005
H 5.704316 0.288199 1.690775 -0.021 -0.023 -0.015
H -2.702382 -0.042500 -0.056130 0.021 0.202 -0.051
H -2.222441 1.084746 4.380524 0.013 0.010 -0.010
H 3.612050 0.978231 -4.810926 -0.019 0.014 0.014
H 1.016983 2.577080 2.224510 0.036 0.011 -0.043
H 6.133290 2.711961 1.251119 0.003 -0.008 -0.003
H -3.302041 0.459448 -3.997962 0.021 -0.007 0.005
H -1.278010 -2.293720 0.776995 0.089 0.043 -0.063
H 0.020762 3.994721 1.917720 0.033 0.014 -0.039
H -1.674701 -1.096220 5.442490 0.015 0.002 0.010
H -1.025027 -0.111410 -3.188627 -0.027 -0.038 0.036
H -2.868309 -3.848303 -0.349626 -0.004 -0.007 0.020
H 1.285772 -1.668734 2.410350 -0.052 -0.029 -0.058
H -4.043282 -0.510590 2.109779 -0.012 -0.006 0.001
H 1.835801 4.343768 0.278214 -0.021 0.041 -0.078
```
Forces are in eV/Å.

Properties
net charge	+2
gap between HOMO and LUMO (spin up / spin down)	0.2615 / 0.2755	Ha
HOMO energy (spin up / spin down)	-12.762 / -12.765	eV
ΔE to the lowest compared entry with this formula, charge and spin	0.000	eV
multiplicity	7
lowest unoccupied orbital energy (spin up / spin down)	-5.65 / -5.27	eV

=====

No. 4
A cluster of 2 separate species, C6H6O2PS2 in total in a non-equilibrium geometry, computed with ωB97M-V/def2-TZVPD.

The geometry in XYZ format:
```
17
Properties=species:S:1:pos:R:3:forces:R:3
S -0.882809 -2.776157 -2.072432 -0.212 -0.617 0.536
S -0.665381 -1.299669 -3.463259 0.764 0.679 -0.219
P 2.347624 -1.037467 -1.674250 -0.719 -1.347 0.323
O 2.333167 -2.506411 -1.401496 0.255 1.774 -0.176
O 3.362397 -0.293978 -2.422072 -0.378 0.318 0.159
C 0.810304 1.157042 -0.743692 0.851 0.667 -0.372
C 1.145357 -0.154195 -0.615964 -0.119 -2.482 0.090
C 0.410456 -0.995840 0.223230 0.086 -1.004 0.889
C -0.127866 1.744614 0.092883 0.276 0.062 -0.483
C -0.645344 -0.433151 1.000122 0.126 0.552 0.162
C -0.869881 0.943183 1.005239 -0.323 1.535 -0.349
H 0.795274 -2.069275 0.238688 -1.215 1.623 0.455
H -0.205009 2.811355 -0.114343 -0.663 -0.114 0.726
H -1.679419 1.437689 1.697949 1.688 -1.169 -1.521
H 1.429722 1.608579 -1.524560 -0.688 0.917 0.379
H 0.351392 -2.745366 -1.519363 -0.479 -0.456 -0.354
H -1.384355 -0.910633 1.643283 0.750 -0.940 -0.244
```
Forces are in eV/Å.

Properties
net charge	-1
gap between HOMO and LUMO	0.2059	Ha
HOMO energy	-2.611	eV
ΔE to the lowest compared entry with this formula, charge and spin	1.968	eV
lowest unoccupied orbital energy	2.99	eV

=====

No. 5
A cluster of 6 separate species, C9H34N10O7P3S in total, computed with ωB97M-V/def2-TZVPD.

The geometry in XYZ format:
```
64
Properties=species:S:1:pos:R:3:forces:R:3
S 2.409555 -0.388954 2.615828 0.076 0.022 0.118
P -0.874540 -0.670746 -1.034794 -0.242 -0.797 0.377
P 2.167638 -0.967219 0.835223 0.007 0.127 0.104
P 0.832440 0.409582 -0.279040 -0.115 0.207 -0.169
O -3.953249 -1.243437 -3.256756 -0.015 -0.054 0.101
O -1.964632 -0.258681 2.550812 0.226 0.049 -0.087
O -0.887212 1.376964 7.301229 -0.030 -0.084 -0.082
O 3.368395 2.361449 -0.509098 -0.133 -0.278 -0.017
O 2.363306 -2.181387 -4.027671 0.036 0.079 0.044
O 3.440445 -1.001123 -0.128142 -0.110 0.113 -0.334
O 1.517828 -2.382338 0.587068 0.128 -0.056 -0.181
N 3.839803 -3.302261 -5.324107 0.019 0.016 -0.027
N -3.225309 -0.277135 4.428222 -0.018 0.001 0.025
N -5.800898 -1.739844 -4.462408 -0.032 -0.012 -0.021
N 2.398760 4.173420 -1.477484 -0.007 -0.106 -0.039
N -1.031233 0.383680 4.530741 -0.088 -0.059 -0.102
N 1.229760 2.176406 7.460742 -0.001 -0.028 -0.004
N 4.671430 3.830398 -1.628657 -0.013 -0.058 -0.030
N 4.407599 -2.669843 -3.177194 0.034 0.073 -0.019
N -0.015544 1.739637 9.353894 0.001 -0.006 0.001
N -5.286188 -2.937455 -2.557315 -0.020 -0.028 0.004
C 3.472298 3.394748 -1.169379 0.177 0.181 0.012
C 0.053580 1.741136 7.995727 -0.003 0.025 0.080
C -4.955033 -1.933822 -3.415612 0.040 0.046 -0.003
C -2.294532 1.524384 -0.184674 -0.112 -0.155 -0.097
C -0.159663 -1.429198 -2.553943 -0.015 0.268 -0.329
C -2.089603 0.636517 -1.416440 0.079 0.298 -0.099
C -0.743149 -0.891767 -3.864100 0.180 -0.258 0.017
C 3.470259 -2.684446 -4.168661 0.017 -0.094 0.024
C -2.054543 -0.060465 3.762522 -0.113 -0.028 0.055
H -0.687937 0.194819 -3.925956 -0.040 -0.001 0.001
H 0.736750 2.037000 9.945600 -0.006 0.005 -0.004
H -1.583910 2.353527 -0.162840 0.015 -0.026 0.001
H 0.419422 1.327841 0.682560 0.025 0.078 0.027
H -1.844238 1.211045 -2.308966 0.043 -0.053 0.002
H -6.624928 -2.289905 -4.615081 0.005 0.003 0.001
H 0.655111 -2.396593 0.135665 0.010 0.000 0.190
H -5.576806 -1.005096 -5.107250 0.003 -0.006 0.008
H 2.007997 2.477009 8.016258 -0.007 0.000 0.000
H -0.157878 -1.296507 -4.688854 -0.009 -0.031 -0.003
H 1.305079 2.204426 6.461741 -0.008 0.016 0.008
H -3.294789 1.954855 -0.196648 0.018 0.019 0.024
H -6.100444 -3.511343 -2.670006 0.004 0.005 0.001
H 2.474354 5.024382 -2.002972 0.009 0.011 0.024
H -0.149543 0.534682 4.077340 0.018 -0.073 -0.013
H 4.786782 4.674473 -2.157712 -0.001 0.004 0.015
H 4.155471 -2.248825 -2.301921 -0.038 -0.035 0.035
H 5.314214 -3.086730 -3.272589 -0.015 -0.025 -0.001
H 1.672626 1.099685 -1.163983 -0.030 0.088 -0.001
H -0.871542 1.424235 9.770945 0.007 0.001 -0.003
H -2.181951 0.930707 0.725293 -0.124 0.184 0.126
H -1.122900 0.555653 5.523114 0.159 0.163 0.009
H 0.929484 -1.350835 -2.566037 -0.007 0.019 0.041
H -4.008406 -0.608672 3.898266 0.011 0.003 -0.002
H 3.801713 -0.111742 -0.303526 0.060 -0.076 0.253
H 1.503598 3.918094 -1.105879 0.019 0.031 0.040
H -2.981951 0.055686 -1.654913 -0.069 0.029 -0.018
H -1.777371 -1.219773 -3.960437 -0.004 0.252 -0.084
H -4.680976 -3.099118 -1.774295 -0.006 0.008 -0.008
H 4.737867 -3.725591 -5.461644 -0.007 -0.003 0.006
H 5.480879 3.281460 -1.404586 0.001 0.016 -0.001
H 3.167692 -3.328911 -6.068009 0.004 0.003 0.005
H -0.376440 -2.494901 -2.472627 -0.002 -0.018 0.001
H -3.324157 -0.118392 5.413783 0.009 0.003 -0.002
```
Forces are in eV/Å.

Properties
net charge	+1
gap between HOMO and LUMO	0.3479	Ha
HOMO energy	-11.427	eV
lowest unoccupied orbital energy	-1.96	eV

=====

No. 6
A cluster of 2 separate species, C2H3ClS in total in a non-equilibrium geometry, computed with ωB97M-V/def2-TZVPD.

The geometry in XYZ format:
```
7
Properties=species:S:1:pos:R:3:forces:R:3
Cl 2.066277 0.644765 0.371047 0.425 -0.248 -0.291
S -2.086351 0.275539 -1.213519 1.122 -0.919 -0.066
C 0.437549 0.190891 0.749422 -3.051 0.533 -2.182
C -0.677921 -0.415290 -0.935813 -0.777 4.580 4.463
H -0.085297 1.175822 1.115431 0.591 -2.609 -0.392
H -0.022354 -1.072845 -1.322443 1.648 -2.436 -1.908
H 0.368098 -0.798882 1.235875 0.043 1.100 0.377
```
Forces are in eV/Å.

Properties
gap between HOMO and LUMO	0.2857	Ha
HOMO energy	-8.339	eV
ΔE to the lowest compared entry with this formula, charge and spin	2.531	eV
lowest unoccupied orbital energy	-0.56	eV